(1)
This record from the OMol25 dataset describes a molecular structure, C30H34FMnN5O3P2S2 in a non-equilibrium geometry. The level of theory is the ωB97M-V functional and the def2-TZVPD basis.

The total energy comes out at -119527.899 eV. Its expectation value of S² is 0.842. Its highest occupied orbital energy (alpha / beta) is -12.69 / -13.00 eV. As for the HOMO-LUMO gap (alpha / beta): 6.837 / 6.832 eV. Its spin multiplicity is 2. Its relative energy (zero: lowest compared OMol25 entry of this formula, charge and spin) is 0.185 eV. As for the LUMO energy (alpha / beta): -5.851 / -6.172 eV. Its total charge is +2.

CARTESIAN COORDINATES (ANGSTROEM)
Mn: -0.070 -0.283 0.268
S: -1.814 1.007 -0.420
C: -1.529 1.328 -2.058
C: -2.614 1.881 -2.831
N: -3.509 2.307 -3.413
C: -0.299 1.071 -2.594
S: 0.942 0.446 -1.623
C: -0.011 1.315 -3.985
N: 0.218 1.496 -5.097
C: -2.818 -1.049 2.284
P: -1.820 -1.607 0.885
C: -3.066 -2.027 -0.367
C: -0.972 -3.129 1.392
C: -1.301 -3.889 2.509
C: -0.498 -4.967 2.869
C: 0.632 -5.274 2.123
C: 0.962 -4.522 1.001
C: 0.162 -3.453 0.631
P: 0.463 -2.368 -0.800
C: -0.453 -3.170 -2.157
C: 2.177 -2.566 -1.332
H: -2.212 -0.976 3.184
H: -3.640 -1.747 2.444
H: -3.232 -0.069 2.046
H: -3.452 -3.031 -0.187
H: -2.658 -1.958 -1.368
H: -3.878 -1.305 -0.287
H: -2.179 -3.655 3.099
H: -0.750 -5.560 3.738
H: 1.265 -6.101 2.419
H: 1.856 -4.766 0.440
H: 0.164 -3.992 -2.519
H: -0.624 -2.474 -2.981
H: -1.403 -3.569 -1.818
H: 2.377 -3.632 -1.449
H: 2.866 -2.127 -0.618
H: 2.287 -2.088 -2.305
C: 2.047 -0.601 7.657
C: 2.616 0.455 6.727
N: 1.845 0.577 5.470
C: 2.263 -0.094 4.392
C: 1.615 -0.113 3.183
C: 2.240 -0.888 2.070
O: 3.272 -1.493 2.248
O: 1.584 -0.904 0.938
C: 0.416 0.600 3.040
O: -0.270 0.676 1.978
C: -0.058 1.320 4.207
C: -1.245 2.060 4.137
C: -1.691 2.740 5.221
F: -2.872 3.384 5.147
C: -0.982 2.768 6.440
C: 0.183 2.030 6.512
C: 0.657 1.299 5.409
N: -1.437 3.510 7.543
C: -1.505 2.920 8.865
C: -1.047 3.912 9.917
N: -1.913 5.146 9.812
C: -1.864 5.736 8.420
C: -2.283 4.684 7.410
H: 2.651 -0.664 8.562
H: 2.054 -1.580 7.176
H: 1.018 -0.372 7.944
H: 3.634 0.209 6.439
H: 2.660 1.434 7.197
H: 3.194 -0.642 4.482
H: -1.814 2.076 3.216
H: 0.755 2.053 7.429
H: -0.890 2.027 8.930
H: -2.538 2.614 9.093
H: -0.024 4.236 9.737
H: -1.138 3.520 10.927
H: -1.634 5.841 10.505
H: -2.880 4.893 10.029
H: -0.838 6.057 8.255
H: -2.525 6.600 8.401
H: -2.186 5.124 6.425
H: -3.343 4.436 7.554



(2)
This record from the OMol25 dataset describes 4 unconnected molecules or ions with the total composition C30H34N2O9P2 in a non-equilibrium geometry. The level of theory is the ωB97M-V functional and the def2-TZVPD basis.

The total energy comes out at -71637.669 eV. Its highest occupied orbital energy is -7.93 eV. As for the HOMO-LUMO gap: 6.158 eV. Its relative energy (zero: lowest compared OMol25 entry of this formula, charge and spin) is 3.350 eV. As for the LUMO energy: -1.774 eV.

CARTESIAN COORDINATES (ANGSTROEM)
C: -3.844 -2.118 -2.042
O: -2.563 -1.857 -1.401
C: -2.096 -0.569 -1.893
C: -0.991 -0.832 -2.994
C: 0.297 -1.661 -2.862
C: 1.311 -1.928 -3.985
N: 1.131 -1.360 -5.271
C: -0.040 -0.584 -5.431
C: -1.171 -0.252 -4.448
C: -1.674 0.355 -0.658
C: -2.977 0.338 0.335
O: -0.542 -0.285 0.017
C: -0.439 0.126 1.395
P: 1.351 -0.052 2.088
N: 1.402 1.160 3.410
O: 2.496 0.314 0.875
P: -1.383 2.188 -1.051
C: -0.497 2.477 -2.688
C: -3.155 2.891 -1.323
H: -4.642 -1.329 -1.791
H: -3.748 -2.262 -3.173
H: -4.260 -3.111 -1.629
H: -2.988 -0.066 -2.419
H: 0.525 -2.135 -1.841
H: 2.258 -2.555 -3.811
H: -0.172 -0.118 -6.477
H: -2.079 0.396 -4.721
H: -3.040 -0.631 0.930
H: -2.984 1.281 0.990
H: -3.882 0.327 -0.381
H: -0.692 1.246 1.553
H: -1.068 -0.538 2.104
H: 1.443 0.664 4.321
H: 0.492 1.664 3.453
H: 3.395 0.080 1.199
H: 0.410 1.793 -2.847
H: -1.284 2.341 -3.526
H: -0.165 3.580 -2.789
H: -3.670 2.122 -2.017
H: -3.073 3.894 -1.855
H: -3.721 2.995 -0.327
O: 7.947 -1.409 5.839
C: 7.387 -1.107 4.802
C: 6.673 0.180 4.660
C: 6.058 0.508 3.524
C: 6.064 -0.399 2.358
O: 5.501 -0.095 1.321
C: 6.777 -1.687 2.498
C: 7.392 -2.016 3.634
H: 6.678 0.833 5.522
H: 5.531 1.446 3.404
H: 6.770 -2.340 1.634
H: 7.920 -2.954 3.755
O: -6.666 -2.783 -8.998
C: -6.440 -2.929 -7.813
C: -7.533 -2.937 -6.817
C: -7.284 -3.096 -5.517
C: -5.905 -3.272 -5.015
O: -5.678 -3.419 -3.828
C: -4.811 -3.265 -6.010
C: -5.060 -3.106 -7.311
H: -8.538 -2.807 -7.201
H: -8.072 -3.103 -4.774
H: -3.806 -3.395 -5.626
H: -4.272 -3.099 -8.053
O: 1.029 3.809 8.453
C: 2.075 3.523 7.902
C: 3.359 3.540 8.634
C: 4.506 3.230 8.028
C: 4.541 2.854 6.599
O: 5.588 2.568 6.046
C: 3.257 2.837 5.866
C: 2.111 3.147 6.472
H: 3.316 3.817 9.680
H: 5.455 3.238 8.549
H: 3.300 2.560 4.819
H: 1.162 3.140 5.951



(3)
This record from the OMol25 dataset describes a molecular structure, C30H35AgGeN3O3S2. The level of theory is the ωB97M-V functional and the def2-TZVPD basis.

The total energy comes out at -124478.649 eV. Its highest occupied orbital energy is -4.12 eV. As for the HOMO-LUMO gap: 6.729 eV. Its relative energy (zero: lowest compared OMol25 entry of this formula, charge and spin) is 1.211 eV. As for the LUMO energy: 2.610 eV. Its total charge is -1.

CARTESIAN COORDINATES (ANGSTROEM)
Ag: 0.928 0.868 -0.347
C: 5.178 -0.665 -0.422
O: 5.357 0.432 -1.301
C: 4.983 1.632 -0.727
C: 5.902 2.392 -0.061
C: 5.528 3.606 0.547
C: 4.219 4.000 0.493
C: 3.236 3.251 -0.189
C: 1.883 3.677 -0.057
N: 0.836 3.100 -0.567
N: -0.330 3.752 -0.274
C: -1.445 3.132 -0.289
O: -1.544 1.811 -0.569
C: -2.664 3.928 -0.026
C: -2.575 5.324 0.043
C: -3.689 6.090 0.330
C: -4.923 5.489 0.550
C: -5.025 4.111 0.472
C: -3.909 3.339 0.185
C: 3.608 2.034 -0.876
O: 2.803 1.333 -1.552
H: 5.155 -1.573 -1.026
H: 4.236 -0.587 0.130
H: 6.001 -0.727 0.302
H: 6.927 2.042 -0.008
H: 6.263 4.193 1.084
H: 3.908 4.912 0.994
H: 1.709 4.546 0.585
H: -1.612 5.780 -0.125
H: -3.595 7.168 0.390
H: -5.795 6.090 0.774
H: -5.979 3.624 0.638
H: -4.021 2.267 0.135
S: 1.264 0.345 2.571
C: 1.664 -1.038 1.716
N: 1.476 -1.209 0.423
C: 1.963 -2.402 -0.051
C: 1.979 -2.792 -1.389
C: 2.509 -4.027 -1.720
C: 3.017 -4.878 -0.740
C: 3.023 -4.495 0.594
C: 2.502 -3.256 0.928
S: 2.424 -2.464 2.480
H: 1.608 -2.103 -2.139
H: 2.539 -4.333 -2.759
H: 3.422 -5.842 -1.023
H: 3.432 -5.143 1.360
C: -1.802 -2.941 2.636
C: -2.960 -2.481 1.756
C: -3.486 -1.098 2.152
C: -2.531 0.036 1.773
Ge: -2.428 0.292 -0.178
C: -1.538 -1.007 -1.366
C: -2.563 -1.834 -2.151
C: -1.945 -3.044 -2.855
C: -1.542 -4.147 -1.876
H: -1.478 -3.948 2.369
H: -2.102 -2.947 3.687
H: -0.943 -2.276 2.538
H: -3.778 -3.204 1.818
H: -2.629 -2.454 0.712
H: -3.647 -1.079 3.235
H: -4.459 -0.930 1.677
H: -1.526 -0.141 2.158
H: -2.866 0.983 2.206
H: -3.889 0.424 -0.713
H: -0.892 -1.653 -0.770
H: -0.899 -0.446 -2.052
H: -3.050 -1.185 -2.886
H: -3.354 -2.191 -1.480
H: -1.071 -2.720 -3.427
H: -2.672 -3.447 -3.566
H: -0.710 -3.838 -1.243
H: -1.233 -5.049 -2.408
H: -2.384 -4.407 -1.230



(4)
This record from the OMol25 dataset describes a molecular structure, C30H35AsN7O5SW in a non-equilibrium geometry. The level of theory is the ωB97M-V functional and the def2-TZVPD basis.

The total energy comes out at -125840.697 eV. Its expectation value of S² is 2.030. Its highest occupied orbital energy (alpha / beta) is -9.63 / -10.44 eV. As for the HOMO-LUMO gap (alpha / beta): 7.126 / 7.180 eV. Its spin multiplicity is 3. Its relative energy (zero: lowest compared OMol25 entry of this formula, charge and spin) is 0.000 eV. As for the LUMO energy (alpha / beta): -2.500 / -3.265 eV. Its total charge is +1.

CARTESIAN COORDINATES (ANGSTROEM)
W: 0.241 -1.220 0.654
N: -0.934 -4.464 3.437
C: -0.369 -3.669 2.501
S: -1.449 -2.997 1.293
N: 0.912 -3.485 2.577
N: 1.438 -2.624 1.604
C: 2.724 -2.614 1.633
C: 3.588 -1.773 0.843
C: 4.962 -1.768 1.115
C: 5.815 -0.948 0.410
C: 5.292 -0.116 -0.583
C: 3.943 -0.123 -0.885
C: 3.087 -0.967 -0.185
O: 1.810 -1.072 -0.546
H: -1.905 -4.706 3.375
H: -0.345 -4.933 4.102
H: 3.168 -3.282 2.364
H: 5.344 -2.417 1.896
H: 6.875 -0.947 0.624
H: 5.954 0.542 -1.133
H: 3.529 0.505 -1.664
C: -2.099 4.029 -1.619
C: -2.554 4.114 -0.167
C: -3.968 3.570 0.009
C: -1.570 3.440 0.780
N: -1.338 2.021 0.460
C: -2.077 0.972 0.782
N: -1.582 -0.101 0.176
N: -0.517 0.384 -0.566
N: -0.386 1.670 -0.395
H: -2.787 4.587 -2.255
H: -2.086 2.993 -1.971
H: -1.096 4.440 -1.758
H: -2.544 5.163 0.141
H: -4.038 2.526 -0.314
H: -4.667 4.138 -0.604
H: -4.306 3.636 1.046
H: -1.935 3.473 1.806
H: -0.594 3.918 0.732
H: -2.913 0.989 1.463
C: 0.217 -4.290 -1.786
As: -0.335 -2.477 -1.527
C: -2.196 -2.606 -2.003
C: 0.416 -1.584 -3.092
C: -0.175 -2.052 -4.384
C: 0.326 -3.175 -5.041
C: -0.209 -3.587 -6.254
C: -1.251 -2.876 -6.833
C: -1.757 -1.755 -6.189
C: -1.223 -1.350 -4.973
H: -0.224 -4.627 -2.718
H: -0.145 -4.891 -0.956
H: 1.302 -4.351 -1.833
H: -2.262 -3.011 -3.006
H: -2.659 -1.622 -1.967
H: -2.695 -3.260 -1.295
H: 1.488 -1.760 -3.047
H: 0.251 -0.523 -2.927
H: 1.158 -3.719 -4.608
H: 0.196 -4.459 -6.752
H: -1.659 -3.185 -7.787
H: -2.562 -1.188 -6.640
H: -1.619 -0.469 -4.477
O: 1.300 0.305 1.578
C: 0.451 0.356 2.523
O: -0.326 -0.646 2.548
C: 0.300 1.519 3.392
C: -0.684 1.509 4.368
C: -0.927 2.638 5.152
C: -0.144 3.739 4.897
O: -0.201 4.938 5.499
C: 0.860 5.737 4.937
O: 1.444 4.963 3.880
C: 0.845 3.742 3.921
C: 1.100 2.649 3.148
H: -1.262 0.606 4.517
H: -1.679 2.652 5.930
H: 1.604 5.940 5.703
H: 0.444 6.654 4.535
H: 1.868 2.636 2.386



(5)
This record from the OMol25 dataset describes a molecular structure, C30H35Br2N3O2STi in a non-equilibrium geometry. The level of theory is the ωB97M-V functional and the def2-TZVPD basis.

The total energy comes out at -214271.944 eV. Its expectation value of S² is 0.997. Its highest occupied orbital energy (alpha / beta) is -8.33 / -8.52 eV. As for the HOMO-LUMO gap (alpha / beta): 5.789 / 5.962 eV. Its spin multiplicity is 2. Its relative energy (zero: lowest compared OMol25 entry of this formula, charge and spin) is 1.735 eV. As for the LUMO energy (alpha / beta): -2.538 / -2.560 eV. Its total charge is +1.

CARTESIAN COORDINATES (ANGSTROEM)
Ti: 0.760 0.505 -0.766
C: 5.747 -0.134 1.476
C: 4.700 -0.576 0.496
C: 4.973 -1.551 -0.463
C: 3.953 -1.981 -1.307
C: 2.728 -1.384 -1.166
Br: 1.218 -1.837 -2.256
N: 2.436 -0.405 -0.303
C: 3.426 -0.038 0.540
H: 6.744 -0.362 1.106
H: 5.614 -0.656 2.426
H: 5.678 0.935 1.673
H: 5.965 -1.971 -0.556
H: 4.110 -2.750 -2.049
H: 3.153 0.716 1.270
C: -3.820 2.071 -3.534
C: -2.327 2.013 -3.439
C: -1.495 2.595 -4.387
C: -0.119 2.424 -4.301
C: 0.365 1.710 -3.234
Br: 2.244 1.414 -3.059
N: -0.397 1.196 -2.266
C: -1.723 1.323 -2.397
H: -4.143 2.774 -4.299
H: -4.264 2.357 -2.581
H: -4.194 1.080 -3.800
H: -1.918 3.167 -5.203
H: 0.554 2.835 -5.039
H: -2.319 0.856 -1.625
S: -2.066 -1.384 -3.797
C: -2.751 -2.819 -3.284
N: -1.967 -3.940 -3.187
C: -2.381 -5.120 -2.663
C: -3.655 -5.263 -2.221
C: -4.542 -4.170 -2.365
C: -4.106 -2.988 -2.888
H: -1.020 -3.828 -3.517
H: -1.651 -5.916 -2.628
H: -3.985 -6.193 -1.786
H: -5.572 -4.279 -2.054
H: -4.766 -2.143 -3.016
C: -1.709 -2.208 0.116
O: -1.071 -0.947 -0.091
C: -0.016 -0.531 0.683
C: 0.368 -1.354 1.865
H: -2.197 -2.224 1.090
H: -0.998 -3.035 0.049
H: -2.454 -2.306 -0.667
H: -0.483 -1.542 2.525
H: 1.138 -0.844 2.441
H: 0.765 -2.326 1.542
C: -0.851 0.858 5.854
C: -0.316 1.447 4.580
C: 0.966 1.998 4.542
C: 1.519 2.491 3.377
C: 2.901 3.088 3.418
C: 0.783 2.412 2.164
C: 1.446 2.741 0.931
O: 1.266 2.077 -0.203
C: -0.570 1.977 2.221
C: -1.565 2.372 1.160
C: -1.077 1.494 3.423
H: -0.562 1.464 6.713
H: -0.439 -0.143 6.007
H: -1.937 0.774 5.832
H: 1.542 2.042 5.461
H: 3.433 2.758 4.308
H: 2.838 4.179 3.450
H: 3.494 2.821 2.542
H: 2.209 3.514 0.916
H: -1.981 3.345 1.439
H: -2.393 1.663 1.114
H: -1.123 2.485 0.178
H: -2.115 1.178 3.464



(6)
This record from the OMol25 dataset describes a molecular structure, C30H35BrIrN3O4Se. The level of theory is the ωB97M-V functional and the def2-TZVPD basis.

The total energy comes out at -182537.033 eV. Its expectation value of S² is 8.799. Its highest occupied orbital energy (alpha / beta) is -16.34 / -16.34 eV. As for the HOMO-LUMO gap (alpha / beta): 7.581 / 4.829 eV. Its spin multiplicity is 6. Its relative energy (zero: lowest compared OMol25 entry of this formula, charge and spin) is 1.110 eV. As for the LUMO energy (alpha / beta): -8.760 / -11.514 eV. Its total charge is +3.

CARTESIAN COORDINATES (ANGSTROEM)
Ir: -0.823 -1.030 -1.812
C: 0.664 -7.990 -1.628
O: 1.871 -7.235 -1.786
C: 1.851 -5.933 -1.771
C: 3.138 -5.314 -1.936
C: 3.261 -3.935 -1.997
C: 2.152 -3.110 -1.894
C: 2.282 -1.668 -2.012
C: 3.595 -1.055 -2.380
O: 1.320 -0.893 -1.817
C: 0.839 -3.726 -1.646
O: -0.212 -3.043 -1.459
C: 0.740 -5.140 -1.605
H: 0.950 -9.030 -1.732
H: -0.063 -7.730 -2.399
H: 0.235 -7.823 -0.638
H: 4.004 -5.959 -2.014
H: 4.246 -3.508 -2.122
H: 3.951 -1.463 -3.328
H: 4.356 -1.264 -1.625
H: 3.477 0.021 -2.478
H: -0.243 -5.558 -1.442
O: -3.017 1.109 -1.637
C: -2.250 0.300 -1.758
Br: -6.752 -4.964 -1.587
C: -5.167 -3.941 -1.708
C: -4.294 -3.879 -0.628
C: -3.161 -3.101 -0.750
N: -2.879 -2.416 -1.862
C: -3.713 -2.487 -2.902
C: -4.870 -3.243 -2.871
H: -4.494 -4.420 0.286
H: -2.451 -3.027 0.065
H: -3.452 -1.924 -3.790
H: -5.522 -3.281 -3.732
C: 2.892 3.952 1.531
C: 3.567 2.595 1.333
C: 3.060 1.488 2.264
C: 1.785 0.779 1.801
N: 0.589 1.616 1.843
C: -0.038 2.172 0.790
Se: 0.529 1.964 -0.984
N: -1.105 2.863 1.212
C: -2.059 3.616 0.393
C: -1.896 5.128 0.535
C: -0.590 5.684 -0.031
C: -0.345 5.343 -1.493
C: -1.197 2.730 2.589
C: -2.130 3.205 3.506
C: -1.938 2.842 4.822
C: -0.851 2.046 5.225
C: 0.078 1.578 4.320
C: -0.119 1.932 2.989
H: 3.391 4.717 0.938
H: 2.948 4.255 2.578
H: 1.839 3.942 1.239
H: 4.635 2.724 1.515
H: 3.474 2.277 0.287
H: 2.909 1.899 3.265
H: 3.825 0.713 2.350
H: 1.595 -0.090 2.433
H: 1.914 0.431 0.773
H: -3.061 3.318 0.706
H: -1.929 3.315 -0.647
H: -1.983 5.406 1.587
H: -2.738 5.587 0.012
H: 0.260 5.372 0.585
H: -0.627 6.771 0.067
H: -0.082 4.279 -1.627
H: 0.491 5.911 -1.896
H: -1.229 5.533 -2.104
H: -2.969 3.820 3.214
H: -2.641 3.181 5.570
H: -0.743 1.796 6.271
H: 0.918 0.971 4.629



The highest relative energy (zero: lowest compared OMol25 entry of this formula, charge and spin) belongs to which entry?
C30H34N2O9P2